Molecular formula: C17H23BN6O6Ru
Method: DFT, the ωB97M-V functional and the def2-TZVPD basis

Total charge: +1
Multiplicity: 6
Energy in eV: -42480.5295
Gap between HOMO and LUMO (alpha / beta) in eV: 10.07 / 7.18
LUMO (alpha / beta) in eV: -1.977 / -4.924

Atoms and positions in Å:
1 Ru -0.48284 0.00599 -0.55377
2 C -3.09609 -3.58110 -1.07975
3 C -2.54273 -2.39323 -1.55440
4 N -1.78033 -1.84231 -0.61121
5 N -1.82531 -2.64884 0.47001
6 C -2.61160 -3.70339 0.20818
7 B -1.08561 -2.26215 1.76527
8 N 0.43670 -2.17859 1.45827
9 C 1.42040 -2.95196 1.93032
10 C 2.60857 -2.58796 1.32089
11 C 2.25341 -1.55594 0.46144
12 N 0.94217 -1.31105 0.55148
13 N -1.61739 -0.87118 2.19232
14 C -2.17147 -0.51714 3.35929
15 C -2.68665 0.75951 3.23813
16 C -2.40090 1.12761 1.92639
17 N -1.75512 0.14003 1.30276
18 H -3.75262 -4.25578 -1.60083
19 H -2.66594 -1.90693 -2.50848
20 H -2.78436 -4.46148 0.95475
21 H -1.28366 -3.06601 2.62797
22 H 1.21712 -3.71339 2.66536
23 H 3.58626 -3.00821 1.47993
24 H 2.87064 -0.97324 -0.20451
25 H -2.18131 -1.19847 4.19464
26 H -3.20426 1.33537 3.98554
27 H -2.65718 2.03049 1.39620
28 O 0.81705 -1.34548 -4.64802
29 C 0.79467 -0.86167 -3.43285
30 O 0.05083 -1.26243 -2.55101
31 C 1.84138 0.19873 -3.18460
32 O 1.42508 1.07031 -2.15063
33 C 0.61166 2.16211 -2.64140
34 C -0.75650 1.55251 -2.91525
35 O -1.06180 1.19826 -4.02787
36 O -1.44382 1.35173 -1.80581
37 H 0.11820 -2.01415 -4.75600
38 H 2.05768 0.73507 -4.10703
39 H 2.74584 -0.30670 -2.84383
40 H 1.03647 2.60103 -3.54101
41 H 0.55867 2.88481 -1.83307
42 C 1.19101 3.96221 1.11381
43 C 2.38436 3.10462 1.54702
44 C 2.10551 1.74994 0.89471
45 O 0.70137 1.76559 0.52457
46 C 0.07805 2.93743 1.09423
47 H 1.34917 4.36644 0.11215
48 H 0.98423 4.78351 1.79698
49 H 2.40223 3.00960 2.63251
50 H 3.33869 3.51579 1.22536
51 H 2.28629 0.91554 1.56901
52 H 2.67516 1.60019 -0.02117
53 H -0.26902 2.71168 2.10482
54 H -0.77235 3.20264 0.46819